[1]
DFT (ωB97M-V/def2-TZVPD) results for a 3-piece molecular cluster, C4H13NO overall in a non-equilibrium geometry.

```
19
Properties=species:S:1:pos:R:3:nbo_charge:R:1
C 0.13752 -1.49670 0.14469 0.0254
N -0.50951 -0.64270 1.16531 -0.6401
C -1.12859 0.59882 0.61592 -0.2982
C -0.19175 1.83921 0.82809 -0.6276
C 1.57462 -1.05345 -0.20796 -0.6617
H 0.13666 -2.53471 0.46932 0.2126
H -0.48372 -1.14205 -0.76080 -0.0189
H 0.26779 -0.36669 1.76491 0.3597
H -1.13472 -1.13085 -1.34902 0.4514
H -2.12733 0.71098 1.05013 0.1856
H -0.09688 2.14979 1.87210 0.1970
H 0.75985 1.62461 0.33818 0.2092
H -0.62903 2.67076 0.28176 0.2216
H 1.96719 -1.78585 -0.91738 0.2179
H 2.20080 -1.05333 0.68959 0.2283
H 1.53323 -0.08793 -0.71319 0.2654
H -1.14691 0.48590 -0.51703 0.2704
H -0.85330 0.57343 -2.76494 0.4382
O -0.27594 0.64076 -1.98967 -1.0362
```

- Relative energy (zero: lowest compared OMol25 entry of this formula, charge and spin): 647.9 kJ/mol
- Frontier orbital gap: 7.039 eV
- 2S+1: 1
- Strongest force on any atom: 3.54 eV/Å
- Electronic energy: -7889.94541 eV
- Charge: 0


[2]
DFT (ωB97M-V/def2-TZVPD) results for a 2-piece molecular cluster, C4H13NO overall in a non-equilibrium geometry.

```
19
Properties=species:S:1:pos:R:3:nbo_charge:R:1
C -2.26622 2.09263 -2.05099 -0.6064
C -0.88919 1.50473 -2.45127 -0.3870
C 0.36361 2.49644 -2.25679 -0.6228
H -2.25452 2.58626 -1.16419 0.2027
H -3.11677 1.40863 -2.10336 0.2056
H -2.44810 2.90615 -2.68087 0.1976
H -0.73108 1.12364 -3.43724 0.1988
H -0.85901 0.67697 -1.80008 0.1947
H 1.19432 1.83982 -2.60553 0.2073
H 0.42834 3.48747 -2.69445 0.2135
H 0.62564 2.69249 -1.14097 0.1960
N 1.41211 -2.19516 3.78551 -0.8512
C 1.59315 -3.17119 2.83919 0.1035
O 0.46051 -4.02572 2.64295 -0.6962
H 0.43893 -1.89676 3.70839 0.3471
H 2.03948 -1.44602 3.79917 0.3742
H 1.91904 -2.78952 1.81286 0.1143
H 2.33279 -3.82015 3.30192 0.1619
H -0.24304 -3.47072 2.49575 0.4464
```

- Relative energy (zero: lowest compared OMol25 entry of this formula, charge and spin): 197.9 kJ/mol
- Frontier orbital gap: 9.971 eV
- SMILES: CCC.NCO
- 2S+1: 1
- Strongest force on any atom: 3.95 eV/Å
- Electronic energy: -7894.61011 eV
- Charge: 0


[3]
DFT (ωB97M-V/def2-TZVPD) results for a 2-piece molecular cluster, C4H13NO2 overall.

```
20
Properties=species:S:1:pos:R:3:nbo_charge:R:1
C -1.40789 -0.05726 0.70472 -0.6316
C -0.58530 -0.21057 -0.58413 0.2483
C 0.11999 1.11311 -0.90562 -0.6324
C -1.49872 -0.60855 -1.74448 -0.6138
O 0.35860 -1.25778 -0.43883 -0.7602
H -2.21670 0.65361 0.55324 0.2068
H -0.78315 0.30555 1.51871 0.1967
H -1.83373 -1.01782 0.98658 0.2137
H -0.60973 1.86816 -1.18749 0.2096
H 0.81352 0.97191 -1.73178 0.2135
H 0.67217 1.47193 -0.03788 0.1974
H -1.95197 -1.57405 -1.53714 0.2143
H -0.91463 -0.69533 -2.65655 0.2126
H -2.28204 0.13002 -1.88889 0.2016
H 1.08738 -0.93530 0.11551 0.4851
N 2.37824 -0.07479 1.27719 -0.5458
O 1.71653 0.17382 2.52267 -0.5844
H 3.22345 -0.60212 1.49373 0.3459
H 2.67991 0.84969 0.95611 0.3533
H 1.03416 -0.50427 2.58436 0.4695
```

- Relative energy (zero: lowest compared OMol25 entry of this formula, charge and spin): 160.3 kJ/mol
- Frontier orbital gap: 10.582 eV
- SMILES: CC(C)(C)O.NO
- 2S+1: 1
- Strongest force on any atom: 0.47 eV/Å
- Electronic energy: -9942.53558 eV
- Charge: 0


[4]
DFT (ωB97M-V/def2-TZVPD) results for a 3-piece molecular cluster, C4H13NO2 overall in a non-equilibrium geometry.

```
20
Properties=species:S:1:pos:R:3:nbo_charge:R:1
C -1.19302 1.30820 -0.17826 -0.0553
N -0.35968 0.39357 -0.29279 -0.3839
C 0.71254 0.30895 0.69699 -0.2445
C 2.02832 0.85048 0.09967 -0.4003
C 2.94307 1.44775 1.21640 -0.6064
H -1.29378 2.06463 0.61956 0.1300
H -2.00720 1.47718 -0.89106 0.1642
H 0.47781 0.89640 1.54834 0.1632
H 0.76839 -0.74184 0.97901 0.2016
H 2.64442 0.00877 -0.19633 0.2066
H 1.77146 1.54963 -0.67099 0.2102
H 2.44406 1.99626 2.00177 0.2005
H 3.55513 0.63338 1.59608 0.2044
H 3.56650 2.19326 0.76605 0.2096
O -1.53492 0.62444 -5.18552 -0.9413
H -1.31507 0.45970 -6.10667 0.4684
H -1.05232 -0.02029 -4.66426 0.4729
O -2.14466 -4.01277 3.81410 -0.9239
H -2.87644 -4.07715 3.18177 0.4623
H -1.95337 -4.96323 3.85650 0.4616
```

- Relative energy (zero: lowest compared OMol25 entry of this formula, charge and spin): 161.0 kJ/mol
- Frontier orbital gap: 10.469 eV
- SMILES: C=NCCC.O.O
- 2S+1: 1
- Strongest force on any atom: 2.32 eV/Å
- Electronic energy: -9942.52808 eV
- Charge: 0


[5]
DFT (ωB97M-V/def2-TZVPD) results for a 3-piece molecular cluster, C4H13NO2 overall in a non-equilibrium geometry.

```
20
Properties=species:S:1:pos:R:3:nbo_charge:R:1
C 0.65361 0.62101 2.03154 -0.0666
N -0.36196 0.09149 1.50693 -0.3878
C -0.21195 -0.35270 0.10972 -0.2552
C -0.42189 0.81903 -0.82920 -0.4011
C -0.51660 0.34263 -2.29789 -0.6045
H 1.65764 0.55369 1.60447 0.1465
H 0.55721 0.96390 3.06113 0.1735
H 0.76606 -0.81460 -0.04920 0.1827
H -1.01650 -1.07801 -0.04053 0.1872
H -1.39135 1.28972 -0.62690 0.2102
H 0.33316 1.60500 -0.72553 0.2021
H -0.93593 1.11353 -2.94003 0.2125
H 0.41511 -0.08003 -2.68106 0.2031
H -1.28695 -0.42584 -2.32123 0.1966
O 4.14239 -1.22632 -0.47390 -0.9459
H 4.63805 -1.57179 0.27179 0.4734
H 3.82465 -1.96130 -1.00533 0.4731
O -3.52478 0.29960 2.04147 -0.9470
H -2.96558 -0.44932 1.82513 0.4809
H -4.35438 0.26030 1.53863 0.4663
```

- Relative energy (zero: lowest compared OMol25 entry of this formula, charge and spin): 124.3 kJ/mol
- Frontier orbital gap: 10.268 eV
- SMILES: C=NCCC.O.O
- 2S+1: 1
- Strongest force on any atom: 1.29 eV/Å
- Electronic energy: -9942.90808 eV
- Charge: 0


[6]
DFT (ωB97M-V/def2-TZVPD) results for a 3-piece molecular cluster, C4H13NO2 overall in a non-equilibrium geometry.

```
20
Properties=species:S:1:pos:R:3:nbo_charge:R:1
C -0.35103 -1.85716 1.57759 -0.5113
C 0.01689 -1.75540 0.29871 0.1939
N 1.03245 -2.57746 -0.20625 -0.8224
C -0.34458 -0.57146 -0.54979 -0.4401
C -1.81850 -0.15926 -0.46954 -0.5975
H -1.08164 -1.15697 1.94905 0.1967
H 0.17654 -2.40881 2.34166 0.1934
H 1.35269 -2.32938 -1.11898 0.3644
H 1.80690 -2.81183 0.38713 0.3761
H 0.34035 0.24880 -0.35766 0.2370
H -0.26079 -0.82390 -1.61727 0.1846
H -2.46930 -1.00843 -0.66496 0.2078
H -2.02269 0.54358 -1.28425 0.1987
H -2.08002 0.39389 0.42971 0.2142
O 0.20344 2.00635 1.36780 -0.9391
H 0.90556 2.43172 0.85614 0.4780
H -0.01098 2.71265 1.99028 0.4627
O 1.49973 2.80139 -1.35919 -0.9549
H 1.93680 3.66043 -1.32256 0.4756
H 1.16819 2.66126 -2.24760 0.4824
```

- Relative energy (zero: lowest compared OMol25 entry of this formula, charge and spin): 100.2 kJ/mol
- Frontier orbital gap: 8.123 eV
- SMILES: C=C(N)CC.O.O
- 2S+1: 1
- Strongest force on any atom: 1.95 eV/Å
- Electronic energy: -9943.15840 eV
- Charge: 0